# C16H43N3O6

A 4-piece molecular cluster, C16H43N3O6 overall at a distorted geometry (wB97M-V/def2-TZVPD, the OMol25 dataset).

```
68
Properties=species:S:1:pos:R:3:forces:R:3:lowdin_charge:R:1
C 0.964993 2.929472 2.552472 -0.76 -0.10 0.02 -0.090
O 1.280715 4.111558 1.847026 0.01 0.59 0.43 -0.164
C 0.801244 4.130674 0.544204 -0.39 -1.47 -1.80 -0.272
C 0.991368 5.452196 -0.186622 0.74 0.35 0.72 -0.409
C 0.119300 6.521069 0.536372 0.11 -1.54 0.11 -0.060
N 0.553802 5.340670 -1.627611 0.27 -1.29 1.87 0.041
H 1.645133 2.845306 3.396012 0.05 0.02 -0.04 0.087
H 1.008442 2.033301 1.925818 0.34 0.04 -0.12 0.069
H -0.075402 2.943437 2.927685 0.29 0.20 -0.04 0.098
H 1.230628 3.257978 0.009025 0.32 0.62 -0.05 0.101
H -0.261383 3.914730 0.413812 -0.64 -0.12 0.79 0.121
H 2.089377 5.641422 -0.050179 -0.82 0.37 -0.80 0.148
H 0.483552 6.797385 1.545405 -0.15 -0.13 -0.63 0.082
H -0.853599 5.956074 0.643790 0.55 1.25 -0.05 0.093
H 0.067009 7.373577 -0.133275 -0.38 0.30 0.28 0.061
H 0.572876 6.258247 -2.017245 -0.09 0.62 -0.35 0.047
H -0.430229 5.032509 -1.592463 0.57 0.30 -0.22 0.080
C -1.811268 -5.957828 2.131896 1.11 1.37 -0.32 -0.097
O -1.562115 -4.914123 3.087262 0.08 -0.08 -0.05 -0.221
C -2.641057 -4.012850 3.328303 -0.20 0.10 -0.60 -0.206
C -2.685240 -2.758394 2.374762 -0.15 -1.17 0.82 -0.211
N -2.687364 -3.002175 0.936303 -1.71 1.33 -0.22 -0.035
C -3.195767 -1.798043 0.167958 -0.77 -1.98 -0.31 -0.175
C -2.948831 -1.973386 -1.332764 1.56 0.56 1.53 -0.172
O -1.494364 -1.973700 -1.401483 -1.51 -0.18 0.37 -0.249
C -0.981361 -1.903083 -2.685099 0.61 0.40 -0.89 -0.116
H -0.858286 -6.499285 1.952314 -0.66 0.05 0.68 0.095
H -2.014681 -5.491063 1.167531 -0.56 -0.20 -0.09 0.064
H -2.626119 -6.567868 2.480113 -0.27 -0.55 -0.07 0.077
H -2.453103 -3.614862 4.359768 -0.42 -0.38 -0.81 0.126
H -3.629586 -4.544223 3.274965 0.78 0.26 0.16 0.123
H -1.875489 -2.133947 2.744924 0.24 0.54 -0.31 0.104
H -3.643849 -2.292909 2.641775 0.25 0.20 -0.13 0.116
H -1.805610 -3.251052 0.554152 0.84 -0.02 0.07 0.034
H -2.795384 -0.859178 0.535424 0.19 0.25 -0.02 0.107
H -4.292662 -1.785776 0.219443 0.10 0.13 0.61 0.116
H -3.483776 -1.185088 -1.887381 0.71 0.12 -0.04 0.129
H -3.283555 -2.920999 -1.705417 -0.39 -0.69 -0.08 0.114
H -1.488826 -2.564927 -3.439770 0.33 0.52 0.71 0.107
H 0.079824 -2.167175 -2.596538 -0.20 -0.08 -0.26 0.091
H -1.032925 -0.841135 -2.971362 -0.01 -0.27 -0.63 0.082
C 0.784646 -3.326940 0.805849 -2.38 -1.73 -0.97 -0.141
O 1.505297 -2.456898 0.006921 0.19 0.32 0.31 -0.182
C 2.373890 -1.736963 0.857106 -0.19 0.33 0.04 -0.230
C 3.226335 -0.850348 -0.019622 1.10 -0.42 -0.90 -0.203
N 2.459190 0.063631 -0.818938 -1.97 -0.63 -1.39 -0.087
C 3.091527 1.219221 -1.417000 0.41 0.45 1.25 -0.201
C 2.037742 1.970990 -2.182599 -0.70 0.47 0.71 -0.246
O 1.679761 1.137615 -3.252736 -0.05 -0.77 -0.43 -0.194
C 0.553508 1.580601 -3.943897 -0.73 0.93 -0.66 -0.131
H -0.051825 -3.799727 0.151906 1.25 1.00 1.15 0.112
H 0.386768 -2.879353 1.730294 -0.23 0.21 -0.44 0.092
H 1.353207 -4.181857 1.139586 0.70 -0.36 0.12 0.083
H 2.968708 -2.450582 1.448147 0.25 0.17 -0.21 0.126
H 1.763366 -1.166909 1.603732 0.39 -0.05 -0.62 0.131
H 3.923602 -1.463173 -0.671778 -0.62 0.25 0.75 0.141
H 3.857016 -0.243459 0.603218 0.48 0.25 0.53 0.111
H 1.910362 -0.411229 -1.577753 0.81 0.30 1.15 0.134
H 3.885574 1.049001 -2.115370 0.81 -0.71 -0.53 0.110
H 3.555139 1.751301 -0.564179 -0.37 0.42 -0.54 0.131
H 2.301698 2.994503 -2.521497 0.08 -0.49 0.19 0.132
H 1.159365 2.018522 -1.525926 -0.01 0.46 -0.09 0.090
H 0.189680 0.819066 -4.649904 0.62 0.20 0.06 0.087
H 0.801717 2.534379 -4.460635 -0.24 -0.52 -0.07 0.096
H -0.335786 1.809823 -3.327883 0.47 -0.12 0.41 0.088
O -0.339421 0.382546 0.248763 -0.34 -0.40 -0.31 -0.092
H -0.627551 -0.400107 -0.278608 0.48 0.62 0.45 0.018
H 0.610058 0.509808 0.061499 -0.17 -0.41 -0.18 -0.012
```
Positions in Å, forces in eV/Å.

Results
**Net charge**: 0
**HOMO**: -8.66 eV
**Frontier orbital gap**: 9.52 eV
**LUMO**: 0.862 eV
**Structure (SMILES)**: COC[C@H](C)N.COCCNCCOC.COCCNCCOC.O